(1)
19
Properties=species:S:1:pos:R:3 method="wB97M-V/def2-TZVPD" homo_lumo_gap_ha="0.3226 / 0.2316" total_energy_ev=-27529.0464 de_lowest_kcal_mol=157.0 charge=0
C -0.55679 -1.85232 3.10598
C 0.36873 2.81830 -1.24441
C 0.98224 -1.52648 -0.46587
C -0.24860 1.47440 -1.60912
C -0.58120 0.71560 -0.30569
O -1.16745 -4.34658 3.33017
P 0.91261 0.01630 0.58415
S -1.06354 -3.22690 2.36734
H -0.44943 -1.71429 4.19508
H 1.32105 2.61376 -0.93803
H 0.54718 3.47274 -1.99407
H -0.23664 3.22345 -0.44711
H 1.78537 -1.36887 -1.23356
H 0.00385 -1.73949 -0.80270
H 1.36742 -2.39242 0.03398
H -1.13448 1.46783 -2.21222
H 0.46237 0.99081 -2.24064
H -1.09446 1.54663 0.38400
H -1.21821 -0.17248 -0.50727


(2)
18
Properties=species:S:1:pos:R:3 method="wB97M-V/def2-TZVPD" homo_lumo_gap_ha=0.3674 total_energy_ev=-18232.4973 de_lowest_kcal_mol=133.5 charge=+1
C -1.71321 0.54071 0.22196
C -0.58085 0.33783 -0.40443
C -3.10696 0.50020 -0.38174
C 1.88613 -1.24582 -0.89190
C 1.70339 0.13785 1.60440
O 1.85829 1.38043 -0.79483
S 1.22418 0.34790 -0.12035
H -1.69801 0.95204 1.23565
H -0.53888 -0.27848 -2.21069
H -3.56571 1.46959 -0.36245
H -3.55447 -0.17298 0.32650
H -3.12527 0.28554 -1.35330
H 1.65353 -2.05128 -0.12920
H 3.01927 -1.02498 -0.79571
H 1.55402 -1.59968 -1.90890
H 0.85705 -0.49529 2.01364
H 1.43391 1.18987 2.01127
H 2.69360 -0.27343 1.94009


(3)
17
Properties=species:S:1:pos:R:3 method="wB97M-V/def2-TZVPD" homo_lumo_gap_ha="0.2752 / 0.2942" total_energy_ev=-14647.2646 de_lowest_kcal_mol=93.6 charge=0
C 0.33541 0.21761 0.44793
C -0.41209 1.29981 -0.21224
C 0.34913 -1.52598 0.43318
C 0.56442 0.54809 1.92188
C -0.66409 1.32739 -1.66897
P -0.06566 -2.27499 -1.12160
H 1.28581 0.10891 -0.10776
H -0.90206 2.01839 0.41976
H 1.33013 -1.84089 0.78471
H 0.98692 1.54607 2.03551
H 1.24071 -0.16174 2.38984
H -0.38196 0.51126 2.45619
H -1.70907 1.09416 -1.89195
H -0.04398 0.59523 -2.18438
H -0.47139 2.31854 -2.08206
H -1.45577 -2.20386 -0.98385
H 0.01357 -3.57798 -0.63618


(4)
18
Properties=species:S:1:pos:R:3 method="wB97M-V/def2-TZVPD" homo_lumo_gap_ha=0.3470 total_energy_ev=-25485.3548 de_lowest_kcal_mol=46.8 charge=0
C -0.48930 -0.99962 0.18832
C -1.25445 -0.02116 1.03119
C -0.43704 -0.45961 -1.18202
C -1.84054 0.91520 0.04843
C -1.09193 0.66681 -1.24589
P 3.47126 -0.21684 0.99399
S 2.93493 0.25174 -0.97952
H 0.57727 -0.96298 0.56754
H -0.96392 -2.00505 -0.03357
H -2.14619 -0.52383 1.42067
H -0.68360 0.40173 1.87303
H 0.10685 -0.97938 -1.89834
H 3.56276 -1.70008 0.76498
H -2.89130 0.56904 -0.08893
H -1.96816 2.02970 0.27587
H -1.45160 1.30808 -2.10471
H 4.89969 -0.02734 1.12322
H 2.54102 1.57094 -0.62683


(5)
18
Properties=species:S:1:pos:R:3 method="wB97M-V/def2-TZVPD" homo_lumo_gap_ha=0.3262 total_energy_ev=-25485.5988 de_lowest_kcal_mol=41.2 charge=0
C -0.91363 -2.21654 -0.13878
C 0.08258 0.64764 0.04888
C 2.47240 -0.01028 0.68129
C -2.22277 2.05980 -0.42723
C 0.96606 0.09628 0.95792
P -1.71667 0.60504 0.54730
S -2.24919 -0.99845 -0.61530
H -1.44399 -3.17583 -0.42364
H -0.23641 -2.05836 -0.91057
H 0.59050 0.74945 -0.88542
H 2.85740 -1.10275 0.88414
H 2.72751 0.76557 1.44116
H 2.50516 0.16938 -0.41050
H -2.08930 1.93016 -1.44436
H -1.68683 2.96922 -0.01347
H -3.24780 2.22163 -0.24535
H 0.67876 -0.16320 1.96998
H -0.49180 -1.98109 0.87073


(6)
17
Properties=species:S:1:pos:R:3 method="wB97M-V/def2-TZVPD" homo_lumo_gap_ha=0.3972 total_energy_ev=-5378.0386 de_lowest_kcal_mol=43.8 charge=0
C -3.95765 -2.81287 1.47802
C -4.40968 -4.10243 2.13869
H -2.92243 -2.56694 1.71410
H -4.44102 -1.99942 2.01131
H -3.97793 -2.78846 0.38865
H -4.91631 -4.67658 1.35711
H -3.77585 -4.66872 2.83584
H -5.23191 -3.96714 2.85394
C 2.75778 2.34281 -0.20367
C 2.95692 2.28618 -1.71048
C 3.73806 3.12621 -2.36852
H 3.21123 1.46007 0.24725
H 3.11857 3.31902 0.10082
H 1.69350 2.27896 0.04789
H 2.37484 1.51847 -2.22233
H 3.75434 3.16391 -3.45021
H 4.54337 3.67241 -1.87514


(7)
26
Properties=species:S:1:pos:R:3 method="wB97M-V/def2-TZVPD" homo_lumo_gap_ha=0.1007 total_energy_ev=-35037.6171 de_lowest_kcal_mol=182.8 charge=-1
Al -2.40448 -1.34466 0.58191
P -3.38157 -2.98826 -2.11771
O -2.19460 -2.08901 -2.50130
O -2.97210 -3.75494 -0.83836
O -4.16871 -4.00469 -2.93557
O -4.45724 -2.12174 -1.30852
C 0.19874 1.64050 4.42033
C 0.19492 0.64812 3.20404
O -1.08469 0.33561 2.63547
H -0.06634 2.62100 4.02477
H 1.21420 1.78287 4.79001
H -0.45663 1.36674 5.24715
H 0.53010 -0.27186 3.68300
H 0.98259 0.93348 2.50672
C -0.01176 0.80301 -1.71094
O -0.58426 0.62395 -0.61472
N 1.28582 0.58094 -1.83065
C 2.04933 0.55303 -3.08209
C 2.12425 0.46969 -0.57256
H -0.52600 1.19182 -2.60345
H 1.36641 0.64269 -3.92689
H 2.52520 -0.42657 -3.03703
H 2.79748 1.34429 -3.13015
H 2.60608 1.44306 -0.48049
H 1.55207 0.31626 0.34241
H 2.88119 -0.29535 -0.74539


(8)
21
Properties=species:S:1:pos:R:3 method="wB97M-V/def2-TZVPD" homo_lumo_gap_ha="0.2860 / 0.3137" s2=0.75 total_energy_ev=-11911.5515 de_lowest_kcal_mol=21.8 multiplicity=2 charge=+1
C 2.85572 -2.48252 -0.46070
C 3.22722 -1.05673 -0.62523
O 3.86584 -0.44295 0.34462
Be 4.76277 0.37371 0.25090
H 3.10070 -2.84252 0.54521
H 3.41062 -3.06697 -1.20998
H 1.78120 -2.60260 -0.64837
H 3.32814 -0.59285 -1.61713
O 1.66511 -0.37427 -0.00674
H 2.50061 0.06305 0.77058
C -1.90752 1.48554 1.03727
O -0.91254 0.76077 0.35992
C 0.18811 1.54727 -0.01519
C 1.18029 0.70840 -0.78464
H -2.71863 0.79043 1.28442
H -1.51416 1.92890 1.96840
H -2.30985 2.29717 0.40620
H 0.67363 1.98100 0.87960
H -0.13533 2.38661 -0.65908
H 2.03405 1.34504 -1.06966
H 0.69516 0.29371 -1.68071